ORCA calculation (ωB97M-V/def2-TZVPD) on C35H59N9OPRuSSi2 as an isolated structure.

Last column: Mulliken spin population.
Element x y z (Å)
Ru (-0.831, -0.072, -0.017)  2.5206
N (2.556, 2.945, -1.197)  -0.0042
C (1.739, 2.047, -0.533)  0.0345
S (0.342, 1.513, -1.421)  -0.0050
N (2.106, 1.673, 0.639)  0.0175
N (1.250, 0.756, 1.220)  0.0825
C (1.783, 0.084, 2.173)  0.0199
C (1.035, -0.730, 3.098)  -0.0251
C (1.713, -1.534, 4.022)  -0.0062
C (1.045, -2.206, 5.023)  0.0132
C (-0.342, -2.029, 5.133)  -0.0049
C (-1.032, -1.232, 4.249)  0.0210
C (-0.383, -0.583, 3.161)  0.0209
O (-1.033, 0.146, 2.327)  0.1013
H (2.102, 3.490, -1.911)  -0.0013
H (3.182, 3.454, -0.592)  0.0002
H (2.857, 0.198, 2.347)  0.0071
H (2.793, -1.615, 3.942)  0.0001
H (1.580, -2.833, 5.724)  0.0009
H (-0.882, -2.525, 5.933)  -0.0003
H (-2.101, -1.082, 4.354)  0.0001
C (-5.157, -1.687, 0.393)  0.0117
Si (-3.582, -1.475, 1.428)  -0.0092
C (-3.592, -2.862, 2.701)  0.0137
C (-3.823, 0.153, 2.313)  0.0033
N (-2.103, -1.638, 0.466)  0.3243
C (-1.841, -2.732, -0.264)  0.2194
C (-2.748, -3.824, -0.432)  0.0428
C (-2.434, -4.934, -1.161)  0.0264
C (-1.176, -5.028, -1.787)  0.0908
C (-0.274, -4.008, -1.663)  -0.0366
C (-0.544, -2.823, -0.914)  0.1107
N (0.340, -1.811, -0.756)  0.2334
Si (2.028, -2.135, -1.130)  -0.0043
C (3.281, -0.764, -0.998)  0.0066
C (2.573, -3.491, 0.047)  0.0165
C (2.306, -2.673, -2.934)  0.0150
H (-5.975, -1.144, 0.876)  -0.0013
H (-5.485, -2.722, 0.274)  0.0001
H (-5.004, -1.266, -0.604)  -0.0037
H (-4.395, -2.694, 3.426)  -0.0007
H (-2.646, -2.910, 3.246)  -0.0012
H (-3.755, -3.838, 2.239)  -0.0009
H (-4.319, -0.038, 3.272)  -0.0004
H (-4.453, 0.814, 1.726)  0.0002
H (-2.873, 0.650, 2.504)  0.0009
H (-3.722, -3.766, 0.017)  -0.0095
H (-3.159, -5.733, -1.259)  0.0081
H (-0.920, -5.902, -2.373)  0.0108
H (0.673, -4.101, -2.167)  -0.0020
H (3.431, -0.382, 0.007)  0.0016
H (3.045, 0.077, -1.651)  -0.0007
H (4.225, -1.200, -1.341)  -0.0005
H (2.609, -3.088, 1.064)  -0.0015
H (3.562, -3.885, -0.203)  0.0010
H (1.861, -4.320, 0.049)  -0.0011
H (3.257, -2.265, -3.284)  -0.0004
H (1.516, -2.289, -3.587)  -0.0021
H (2.349, -3.757, -3.065)  0.0003
N (-2.606, 0.669, -0.727)  0.0956
P (-2.797, 2.021, -1.462)  -0.0272
N (-2.276, 2.009, -3.060)  -0.0004
C (-1.992, 0.736, -3.732)  -0.0033
C (-0.858, 0.892, -4.738)  0.0040
C (-1.214, 1.909, -5.838)  0.0002
C (-2.272, 2.899, -5.339)  -0.0006
C (-2.076, 3.209, -3.859)  0.0033
N (-4.385, 2.584, -1.704)  0.0007
C (-5.195, 2.215, -2.854)  0.0030
C (-6.244, 1.156, -2.534)  -0.0012
C (-7.147, 1.669, -1.418)  0.0008
C (-6.287, 2.007, -0.205)  0.0014
C (-5.182, 3.004, -0.556)  0.0017
N (-2.143, 3.354, -0.671)  0.0114
C (-2.529, 4.739, -0.889)  0.0018
C (-1.279, 5.608, -1.136)  0.0014
C (-0.050, 4.937, -0.515)  0.0059
C (-0.443, 4.332, 0.830)  0.0065
C (-1.460, 3.194, 0.615)  -0.0211
H (-2.888, 0.363, -4.257)  0.0011
H (-1.745, -0.007, -2.978)  0.0063
H (-0.627, -0.084, -5.169)  -0.0006
H (0.028, 1.221, -4.194)  0.0002
H (-1.587, 1.401, -6.731)  0.0000
H (-0.314, 2.453, -6.137)  0.0001
H (-3.269, 2.469, -5.470)  -0.0001
H (-2.248, 3.824, -5.920)  0.0003
H (-2.791, 3.973, -3.556)  0.0006
H (-1.067, 3.620, -3.701)  -0.0011
H (-4.540, 1.876, -3.650)  -0.0016
H (-5.718, 3.117, -3.213)  0.0000
H (-5.729, 0.251, -2.202)  -0.0007
H (-6.819, 0.911, -3.432)  -0.0004
H (-7.907, 0.930, -1.155)  0.0000
H (-7.670, 2.571, -1.763)  -0.0001
H (-5.817, 1.091, 0.144)  -0.0020
H (-6.895, 2.415, 0.608)  -0.0001
H (-4.518, 3.131, 0.301)  -0.0049
H (-5.639, 3.981, -0.775)  0.0003
H (-3.067, 5.109, -0.003)  0.0003
H (-3.222, 4.807, -1.719)  -0.0006
H (-1.433, 6.592, -0.681)  0.0001
H (-1.128, 5.765, -2.208)  -0.0001
H (0.766, 5.656, -0.404)  -0.0004
H (0.293, 4.131, -1.168)  -0.0015
H (-0.877, 5.117, 1.459)  0.0003
H (0.427, 3.937, 1.357)  -0.0007
H (-2.185, 3.170, 1.441)  0.0046
H (-0.941, 2.241, 0.632)  0.0622

Computed properties:
Spin multiplicity: 5
Highest occupied orbital energy (spin up / spin down), Ha: -0.1485 / -0.1587
Net charge: -1
Energy, Ha: -3350.704814
Relative energy (zero: lowest compared OMol25 entry of this formula, charge and spin), eV: 1.6355